1.
Formula: C10H15NO
Source: the Open Molecules 2025 dataset
Level of theory: ωB97M-V/def2-TZVPD

The geometry in XYZ format:
```
27
Properties=species:S:1:pos:R:3:mulliken_charge:R:1
C 1.0757 0.2122 0.4481 1.12
H -2.5082 2.3448 0.2282 0.46
H -2.9926 -1.6162 -0.7344 0.40
C 0.1087 -2.1013 -1.5784 -1.07
C -2.2081 -2.2647 -1.2762 -1.43
H 3.0831 0.4641 -0.5287 0.34
H 1.8695 1.6799 -0.9499 0.29
C -1.5612 2.7388 0.1295 -1.14
H -1.5760 3.1356 -0.9301 0.41
C 2.2538 1.0701 -0.0864 -1.31
H 1.0314 -1.5594 -1.8181 0.35
H -2.0560 -3.1825 -0.6624 0.37
H 0.0663 -3.1925 -1.9444 0.30
C 0.9194 0.0881 1.9914 -1.21
H -1.4871 3.6293 0.7931 0.26
H 0.5786 -0.9391 2.1937 0.30
C -0.9858 -1.4040 -1.2983 0.69
C -1.1021 0.0005 -0.9237 0.54
O -0.3918 2.0106 0.3556 -0.38
C -0.2083 0.7769 -0.1028 -0.05
N -3.2082 1.0135 -1.9536 -0.59
H -2.6386 -2.4905 -2.2069 0.33
H 1.2428 -0.6752 -0.0122 0.09
H 1.8860 0.3330 2.4524 0.36
C -2.2870 0.5644 -1.4273 -0.07
H 2.6800 1.7091 0.7469 0.33
H 0.1647 0.8387 2.2564 0.29
```

- SMILES: C=C(C)/C(C#N)=C(/OC)C(C)C
- Largest force on an atom: 0.087 hartree/bohr
- Multiplicity: 1
- Kohn-Sham gap: 8.99 eV

***

2.
Formula: C10H15NO2
Source: the Open Molecules 2025 dataset
Level of theory: ωB97M-V/def2-TZVPD

The geometry in XYZ format:
```
28
Properties=species:S:1:pos:R:3:mulliken_charge:R:1
C 0.2898 -0.4995 -0.0038 2.48
C -2.7043 0.0790 0.0876 -0.45
C -0.3582 -0.0360 1.2967 -0.16
H -2.2593 0.8469 2.2279 0.26
H -3.4243 1.1199 -0.1236 0.23
H -1.4504 0.4680 -1.7984 0.61
H 1.6617 -1.7866 1.2986 0.25
O -0.5354 2.5578 0.1766 -0.37
H -0.4082 3.4421 0.3506 0.33
H -2.1317 -1.1645 1.9811 0.30
N 0.6846 2.1172 -0.3697 -0.68
H -2.4702 -0.8065 -1.9592 0.59
O 0.5297 0.1769 2.2610 -0.65
H 2.6978 0.7241 -1.6427 0.20
C -1.8662 -0.0952 1.4976 -0.48
C -1.9438 -0.2287 -1.2913 -1.34
H -0.6793 -2.1557 -0.6713 0.53
C -0.6118 -1.1043 -0.9911 -1.34
C 0.8088 0.8868 -0.3775 0.18
C 1.6902 -1.3468 0.2354 -0.96
C 2.7584 -0.3585 0.2427 -0.45
C 2.2814 0.8941 -0.5621 -1.06
H -3.3143 -0.9498 -0.1589 0.20
H 2.8926 -0.0947 1.3606 0.26
H 2.8409 1.7243 -0.4215 0.49
H 3.7555 -0.7590 -0.1305 0.39
H 1.5371 -2.3569 -0.4648 0.31
H -0.2711 -1.2944 -2.0500 0.32
```

- SMILES: O=C1CCCC[C@]12CCC/C2=N/O
- Largest force on an atom: 0.148 hartree/bohr
- Multiplicity: 1
- Kohn-Sham gap: 9.82 eV

***

3.
Formula: C10H15NO2S
Source: the Open Molecules 2025 dataset
Level of theory: ωB97M-V/def2-TZVPD

The geometry in XYZ format:
```
29
Properties=species:S:1:pos:R:3:mulliken_charge:R:1
H 5.3174 0.8008 1.2820 0.53
S 3.1434 -1.4583 -0.4600 -0.08
H -2.5295 0.4820 1.7358 0.21
H -0.9324 2.9066 -1.2699 0.29
O -2.6790 -0.1821 -0.2827 -0.36
H -1.1737 1.0708 -1.7765 0.39
H -3.9065 -2.5495 0.9839 0.22
H -3.0278 -1.8314 -1.4425 0.25
N 0.4989 1.5222 -0.6786 -0.12
C -0.8264 1.8430 -1.0799 -0.87
C 4.5834 0.4443 0.7078 -0.96
C 2.3827 0.2175 -0.4222 0.99
H 0.9997 2.1941 0.1367 0.24
O 0.5219 -0.3777 -1.4793 -0.50
H 5.4923 -1.7738 0.3785 0.26
H -2.1198 -2.2172 1.4024 0.34
H 3.1996 2.0821 0.5662 -0.04
H -2.7941 2.1149 0.1212 0.31
C -2.3411 -1.6178 -0.5677 -0.23
C 1.1661 0.2544 -0.8620 -0.11
C 4.6275 -0.9434 0.0962 -0.16
C -1.9633 0.3288 0.6753 -0.72
H -1.1300 -0.1229 0.9840 0.55
H -2.5748 -3.7871 0.2334 0.28
H -1.4394 -1.4968 -1.0978 0.34
C -2.7337 -2.5882 0.6555 -0.91
C 3.3519 0.7779 0.2478 -0.05
C -1.7279 1.6193 0.0921 -0.37
H -1.3856 2.2875 1.1205 0.27
```

- Largest force on an atom: 0.319 hartree/bohr
- Multiplicity: 1
- Kohn-Sham gap: 8.50 eV

***

4.
Formula: C10H15O5P
Source: the Open Molecules 2025 dataset
Level of theory: ωB97M-V/def2-TZVPD

The geometry in XYZ format:
```
31
Properties=species:S:1:pos:R:3:mulliken_charge:R:1
H 3.8531 -1.4817 1.0702 0.26
H 5.2170 -0.5027 1.6125 0.37
H -5.2087 -0.1579 0.1300 0.33
H 0.8288 1.2939 -0.5169 0.01
H -4.2859 0.9044 1.2338 0.35
P -3.3123 0.7889 -1.0280 -0.07
H 3.6139 -0.2018 2.2829 0.27
H 1.1911 -1.2147 1.1591 0.32
C -2.0387 -1.4531 -2.3266 0.11
O 2.6229 1.2249 0.4499 -0.42
C -1.0095 -0.8671 -0.3965 1.24
O 0.5496 -2.7481 -0.5643 -0.52
C -2.0456 -0.5104 -1.1763 0.25
H -2.8173 3.1016 -0.6970 0.39
H 4.6353 1.3483 0.3074 0.35
O -2.7589 -1.5089 -3.2701 -0.50
C -2.3481 2.1894 -0.3179 -0.87
C 1.5039 0.5466 -0.0802 -0.09
C 4.1517 -0.4739 1.3721 -1.03
O -0.6495 -0.3275 0.7726 -0.47
C -4.2126 0.1449 0.4534 -1.03
H 0.8648 0.3390 1.9601 0.41
C 3.8702 0.5669 0.2830 -0.19
C 0.7698 -0.2155 1.0256 -0.71
H -2.3955 2.2159 0.7745 0.24
H 3.9253 0.0994 -0.7079 0.30
H -1.3072 2.1882 -0.6417 0.18
H -3.6963 -0.7203 0.8785 0.32
H 1.8133 -0.1326 -0.8868 0.39
C -0.3433 -2.0809 -0.9895 0.17
O -0.9814 -2.3553 -2.1658 -0.32
```

- SMILES: CCOCCOC1=C(P(C)C)C(=O)OC1=O
- Largest force on an atom: 0.009 hartree/bohr
- Multiplicity: 1
- Kohn-Sham gap: 8.22 eV

***

5.
Formula: C10H15P
Source: the Open Molecules 2025 dataset
Level of theory: ωB97M-V/def2-TZVPD

The geometry in XYZ format:
```
26
Properties=species:S:1:pos:R:3:mulliken_charge:R:1
H -0.0802 -2.6297 -1.9274 0.04
C -0.2518 -1.1580 1.6885 -1.52
C 2.2808 -0.9914 1.0843 -1.58
H 3.0969 -0.4174 0.6077 0.37
C -0.5747 0.9040 -0.5426 0.51
H -0.1425 -0.6389 -2.6118 0.10
C -1.6962 0.7304 -1.3258 -0.28
H 2.5327 -1.1744 2.2421 0.32
H -2.0184 -0.0496 -1.9558 0.55
C -2.4120 2.9961 -0.8468 -0.29
H 0.4614 2.4397 0.7203 0.29
H -1.1926 -0.7173 1.5679 0.40
C 0.9271 -0.4114 0.9975 0.68
H -0.0102 -1.1555 2.7142 0.45
C -1.3328 3.1385 0.0079 -0.65
H -0.2891 -2.1751 1.2868 0.32
P 0.5613 -1.2607 -1.5686 -0.02
C 0.5661 -0.0020 -0.4360 0.17
H -3.4723 1.6375 -2.1402 0.25
H -1.1176 4.0789 0.4233 0.40
C -0.3504 2.1918 0.0351 -0.61
H 1.8811 -1.5900 -1.8069 0.08
H 2.4612 -2.0588 0.5547 0.26
H 1.0443 0.4617 1.5305 0.19
H -3.2536 3.7429 -0.9846 0.29
C -2.5212 1.8643 -1.5679 -0.72
```

- SMILES: CC(C)C(=[PH3])c1ccccc1
- Largest force on an atom: 0.094 hartree/bohr
- Multiplicity: 1
- Kohn-Sham gap: 8.06 eV

***

6.
Formula: C10H16
Source: the Open Molecules 2025 dataset
Level of theory: ωB97M-V/def2-TZVPD

The geometry in XYZ format:
```
26
Properties=species:S:1:pos:R:3:mulliken_charge:R:1
H 2.5369 2.4685 2.2449 0.43
H 1.1082 -2.4748 0.5632 0.31
H 1.0345 -0.1572 0.0720 0.27
C -0.2983 2.2627 -1.9012 -0.29
H -0.9488 -1.2278 0.2283 -0.09
H -1.0419 2.3509 -2.7314 0.28
H -1.3329 -2.2926 1.6144 0.30
H -2.6501 -3.7289 0.4384 0.29
H 0.2774 -3.1020 -0.8725 0.26
H 1.1525 1.6745 2.4950 0.28
H -0.5300 0.1174 -1.8200 0.37
C 1.3085 1.9364 0.3452 0.61
C 0.9066 3.1803 -0.1199 -0.27
H 2.4123 0.8027 1.7339 0.36
C -0.0282 0.9884 -1.4252 -0.43
C 0.8766 0.7950 -0.3409 -0.17
C -2.3388 -2.8042 -0.2261 -1.19
C 0.1238 3.4240 -1.2351 -0.56
C 0.1959 -2.9395 0.2222 -1.12
H 1.3635 3.9861 0.4009 0.35
C 1.9530 1.7588 1.7129 -1.57
H -0.3093 4.4237 -1.4106 0.34
H -3.0641 -1.9722 -0.1615 0.33
H -2.1393 -3.2975 -1.1507 0.35
H 0.5598 -3.8974 0.8010 0.30
C -1.1278 -2.2755 0.5230 0.25
```

- SMILES: Cc1ccccc1.CCC
- Largest force on an atom: 0.074 hartree/bohr
- Multiplicity: 1
- Kohn-Sham gap: 9.95 eV

***

no.,molar mass (g mol⁻¹)
1,165.236
2,181.235
3,213.302
4,246.199
5,166.204
6,136.238